Molecular formula: C32H43Cl2FN8O3V
Method: DFT, ωB97M-V/def2-TZVPD

```
90
Properties=species:S:1:pos:R:3:forces:R:3:mulliken_spin:R:1
H 2.06325 -1.29382 -5.52856 -1.9 1.1 0.6 0.000
H 1.89957 -1.17757 -3.09245 0.0 -0.5 -0.3 0.002
H 2.24866 1.79814 8.36450 0.1 0.0 0.7 0.000
C 0.89616 -0.50835 1.56108 1.2 0.4 -0.1 0.000
C -4.16146 -1.32302 -0.24856 -0.6 -0.4 0.3 0.001
N 1.78613 0.40002 5.52299 -0.7 1.6 2.5 0.000
H 3.30960 -3.07712 3.30230 -0.6 -0.1 -0.3 0.000
C 1.48676 2.03721 -3.72339 -1.1 -0.4 1.0 -0.020
H 3.46749 -0.21363 8.41921 0.1 0.1 -0.2 0.000
H 2.10408 -1.05575 7.70867 -0.3 -0.2 0.1 0.000
H -4.55872 1.34016 0.34344 0.4 0.3 0.1 -0.003
C 0.47357 -0.87568 0.17937 0.8 -0.2 0.2 0.001
H 1.41475 0.61910 9.29361 0.4 0.4 -0.2 0.000
C 1.76146 0.18942 4.15918 -0.1 -0.4 -0.9 0.000
C -2.33528 3.57745 -1.00279 -0.7 0.1 1.0 -0.101
C -0.49787 3.02585 -2.56895 0.0 -0.4 0.8 0.166
C -1.66129 2.64695 -1.77617 2.2 1.7 -0.6 0.357
C 2.62774 -0.11090 7.73364 0.2 -0.1 0.2 0.000
N 1.52298 -0.41009 -3.61858 -1.2 1.7 -1.0 -0.001
H -0.12704 1.46200 5.49915 1.4 0.0 0.5 0.000
N -2.43046 -0.98835 -2.05286 -0.7 -0.4 0.1 0.011
H -1.59358 -0.15141 -5.15267 0.7 -0.7 0.6 -0.032
H -4.04287 -2.39011 -0.49955 -0.3 0.4 0.2 0.002
O 0.17715 0.03189 -0.63263 -0.2 -0.1 0.5 -0.016
H 3.27757 -4.10195 1.97929 -0.4 -0.5 0.0 0.000
H -0.04047 2.03475 8.02730 -0.2 0.4 0.0 0.000
C 0.86463 1.48395 6.05433 -0.1 0.0 -0.4 0.000
H 1.03373 0.21681 -5.62782 -0.1 -0.3 0.5 -0.016
N 0.20838 1.97203 -2.90906 1.2 -1.5 -1.6 0.124
H 2.87732 0.84645 -2.55531 -0.6 -0.2 0.0 0.000
C 1.35890 -3.09531 0.72319 -1.5 1.9 -0.6 -0.001
C -3.16534 -0.55776 -1.07135 1.1 0.9 0.0 0.013
H 0.50970 1.59624 1.27746 0.3 0.1 0.0 0.002
C -3.37919 3.12009 -0.22262 -0.3 0.8 0.7 0.195
C 0.96998 0.86298 1.92857 -0.3 -1.3 1.3 0.002
V -0.63685 -0.00442 -2.59041 1.5 -1.5 0.7 1.932
Cl -1.79545 2.08482 -6.17359 -0.3 0.5 -0.2 0.012
C 2.57887 -3.61997 2.66539 1.7 -0.3 1.2 0.000
Cl -4.17265 3.41223 -7.57361 0.6 -0.3 0.4 0.000
C 1.90236 -1.11349 3.72296 0.4 -0.9 -0.6 -0.001
H -2.29447 -3.10982 -2.56136 -0.1 0.9 -0.1 -0.001
H 2.00734 2.91135 -3.42370 0.8 0.7 0.2 0.003
H 3.58425 1.24593 6.30998 -0.3 -0.2 0.2 0.000
C 0.34652 -2.93454 -1.44812 -0.9 -0.5 -1.9 0.004
N 1.71391 0.92779 8.35910 -0.1 -0.1 -0.8 0.000
C 2.36122 0.79266 -3.52629 1.1 0.4 0.0 0.006
O -0.06324 -2.12251 -2.38299 0.1 0.2 0.7 -0.035
C 1.55917 -1.46234 2.40926 -1.1 2.1 -0.6 0.002
H -3.31137 -1.22047 -4.68716 0.2 -0.2 -0.2 -0.010
N -1.26768 -0.88778 -4.48893 -0.1 -0.1 -1.2 0.062
H 3.74817 -0.41095 5.90589 -0.5 -0.3 0.0 0.000
C -2.74844 -2.14140 -2.87937 0.5 -0.9 -0.1 -0.029
H 1.31535 2.49306 5.90267 -0.3 -0.6 0.2 0.000
H 2.34523 -5.17674 4.12544 -0.1 -0.1 0.2 0.000
H -0.20908 5.12917 -2.01200 -0.4 -0.3 -0.1 0.000
C 1.44601 1.17450 3.20653 -0.9 0.7 -1.1 0.002
H -2.89669 1.57535 -8.14517 0.0 -0.7 -0.6 0.000
C -0.08527 4.44440 -2.85957 0.4 0.3 -0.2 -0.024
H -5.19117 -0.98527 -0.52396 0.7 -0.4 0.3 0.003
H 0.92727 -4.02865 4.11065 1.1 -0.4 -0.6 0.000
H -1.98798 3.12649 -8.30041 0.5 0.0 -0.3 0.000
H -3.80615 -2.23866 -2.92530 -1.1 -0.5 0.5 0.000
N 1.80459 -2.69057 1.90584 0.3 -0.7 0.1 0.004
H 3.26902 0.80939 -4.23456 -1.5 -0.1 0.4 -0.002
H -0.66722 4.83182 -3.71719 0.4 0.0 0.4 0.015
H 1.58763 -4.10423 0.46662 0.0 -0.5 -0.5 0.000
H -4.07435 -1.23339 0.89314 0.2 0.2 -1.8 -0.001
H 1.00140 4.52582 -3.07924 -0.8 -0.2 -0.1 0.007
H -0.27354 -1.73850 -6.21409 -0.4 0.1 0.5 0.000
C -2.43716 -1.79551 -4.35458 -0.6 1.2 1.5 0.054
C 3.01570 0.28557 6.32276 0.0 1.1 -0.4 0.000
H 1.28049 2.15171 -4.76904 -0.4 0.1 -0.7 -0.003
H 2.30688 -1.92660 4.35691 -0.6 1.0 0.0 0.000
C -2.88851 0.88694 -0.86225 0.3 -0.6 -0.6 0.153
C 1.72047 -4.55327 3.49506 -1.5 -0.5 -0.6 0.000
O 0.49250 -4.16000 -1.64565 0.0 2.1 1.0 -0.002
C 0.48347 1.23024 7.54434 0.3 -1.8 -1.5 0.000
H -0.12544 0.30308 7.54064 0.3 0.6 0.3 0.000
H -1.95937 4.60154 -0.88646 -0.5 -0.4 -0.5 -0.008
N -1.85553 1.32386 -1.66643 -1.4 -0.4 0.3 0.146
H -2.39731 -2.70914 -4.90983 0.4 -0.4 -0.6 -0.002
C -2.63899 2.50973 -7.71999 -0.7 0.5 0.8 0.000
H 0.04406 -2.57438 -4.76300 0.0 -1.1 1.2 0.000
F 1.45877 2.50615 3.55224 0.1 -1.0 0.1 0.000
C 0.61383 -2.26982 -0.12858 1.2 -1.5 0.6 0.004
C -0.11984 -1.60286 -5.11938 0.8 2.4 -2.2 0.012
H -3.97785 3.79949 0.38930 0.3 -0.1 -0.2 0.014
C -3.66782 1.74219 -0.14768 -0.5 -0.5 -0.4 -0.032
H 1.14119 -5.22343 2.79351 0.6 0.5 0.8 0.000
C 1.14766 -0.71722 -5.05231 2.0 -2.0 0.5 0.032
```
Positions in Å, forces in eV/Å.

Summary:
**E_HOMO (alpha / beta)**: -9.349 / -12.837 eV
**Molar mass**: 728.6 g/mol
**Spin multiplicity**: 4
**Energy**: -105383.3937 eV
**Net charge**: +2

=====

Molecular formula: C33H60F3INO14
Method: DFT, ωB97M-V/def2-TZVPD

```
112
Properties=species:S:1:pos:R:3:forces:R:3:mulliken_charge:R:1
C 3.91741 -7.31108 -3.36072 0.1 -0.2 -0.1 -0.248
H 1.64394 -1.69156 -10.11876 0.0 0.2 0.2 0.384
H -4.36097 5.63871 7.10879 0.1 0.1 -0.1 0.408
F 4.05618 -0.17349 -2.24553 -4.8 -2.1 1.4 -0.208
H -3.04728 3.07639 2.43365 1.6 -1.6 -1.5 0.353
C 2.67689 -5.78760 -8.02662 0.0 0.1 -0.4 -0.279
C -0.20243 -3.31611 -11.83018 0.4 -0.2 0.1 -0.828
H -3.48741 0.22517 3.17520 2.4 -0.5 0.4 0.344
H -1.59104 8.28502 10.44314 0.2 -0.1 -0.2 0.383
H -0.87690 -4.57213 -9.60526 0.3 -0.1 -0.1 0.076
C 1.02343 2.20087 0.72043 0.2 -2.0 -2.0 0.119
N -0.92597 1.11647 -0.86562 4.0 0.2 1.5 -0.352
H 0.52311 1.49841 4.85045 -1.8 0.1 1.6 0.163
H 3.49744 -5.15486 -8.37977 -0.1 -0.1 0.0 0.306
C 0.55187 -8.40762 -3.82790 0.0 0.1 0.4 -0.789
H -1.08927 7.78649 8.11670 -0.1 -0.2 0.0 0.412
H -2.63244 2.10123 5.15791 1.7 0.2 -1.6 0.284
H -1.52897 4.38108 3.52647 0.2 -1.0 2.1 0.244
H 1.64194 -3.93593 -2.80941 0.0 0.1 -0.2 0.288
H 0.90581 -1.85327 -7.81465 -0.2 0.0 -0.1 0.437
H -0.09205 3.94708 4.70062 -2.4 -0.1 -0.4 0.233
H -1.11812 -2.81376 -11.50357 0.1 0.0 0.0 0.389
H 1.62963 -6.02547 -4.19474 -0.1 0.0 0.3 0.034
C 0.75479 -2.29234 -9.89814 0.1 -0.5 0.2 -0.581
H 4.04701 -6.92296 -2.35186 -0.3 0.0 0.1 0.045
H 4.24626 -4.73214 -0.96832 -0.1 0.0 0.0 0.395
H -0.09238 -6.75425 -8.69637 -0.2 0.1 0.1 0.405
H 3.42360 -3.98152 -2.75815 -0.1 -0.2 0.1 0.278
C -2.14139 7.47722 9.94486 -0.4 0.4 -0.2 -0.504
C 2.51331 -4.59979 -2.79491 0.0 -0.6 -0.2 -0.545
H -6.07536 7.33868 7.33441 0.0 -0.2 -0.2 0.398
H 2.30880 2.86319 2.61868 -1.7 0.4 -1.6 0.443
C 1.70166 0.20511 -1.14168 -2.9 2.6 1.3 -0.413
H 2.52434 -4.72463 -4.92583 0.2 0.0 0.1 0.298
H 1.70200 -3.34265 -8.23302 0.0 -0.1 -0.3 -0.008
H 3.47864 -6.01147 -0.01838 -0.1 0.1 0.0 0.292
O -3.46426 7.48665 10.47763 0.3 -0.7 -0.2 -0.294
C -1.26608 3.84524 4.54098 0.8 -0.5 0.4 -0.993
O -1.51469 2.97864 0.95179 2.3 -3.7 -2.5 -0.202
H 0.22786 -2.79234 -12.68744 -0.2 0.1 -0.1 0.287
H -0.70490 0.39100 5.76643 0.3 2.2 -0.5 0.297
H 2.99491 -6.83196 -8.06832 0.1 0.0 0.2 0.289
H -4.77180 7.91345 6.26232 0.0 0.1 0.2 0.324
O 3.69740 -6.24098 -4.28858 -0.4 0.0 0.4 -0.504
H 3.21905 -9.24373 -2.71484 0.2 0.0 -0.1 0.406
O 1.60855 -8.02191 -2.96183 0.1 0.0 -0.7 -0.298
H -2.04140 -0.75025 2.46108 -0.4 1.5 2.0 0.256
C 0.10982 0.18885 -1.53601 3.1 1.4 2.0 -0.301
H -0.23065 -0.58061 -2.37570 0.4 2.0 2.1 0.446
C 2.89564 -8.45122 -3.40117 0.0 0.3 0.4 -0.512
C -4.74749 10.01967 7.49670 -0.2 -0.1 0.4 -0.830
H -4.18704 9.91636 6.56250 0.0 -0.1 0.0 0.387
C -1.62127 2.24443 4.57499 1.1 0.0 0.8 -0.048
H -0.25847 -7.67986 -3.71797 0.1 -0.1 0.1 0.233
C 0.30677 -5.82637 -8.26808 0.1 0.3 -0.5 -0.163
H -3.23990 5.46705 10.99196 0.1 0.1 0.0 0.381
H -0.46495 -4.33356 -12.12961 0.1 0.1 0.0 0.241
C -2.13717 7.73088 8.43450 0.2 0.0 0.0 -0.299
O -2.72327 6.70261 7.62605 -0.2 0.2 0.2 -0.380
H -0.26213 2.07139 6.52824 -0.4 -1.0 -2.1 0.317
H 1.56140 5.59314 0.91241 0.9 -2.3 0.6 0.309
H 0.85692 -8.41012 -4.87964 0.0 -0.1 0.1 0.353
H -2.56417 8.70170 8.18868 -0.2 0.0 0.2 0.076
H -0.13687 -1.66139 -10.03630 0.1 -0.2 -0.1 0.335
H 3.02082 -0.55915 2.17443 0.8 1.2 0.1 0.320
F 3.08994 -1.88430 -0.88039 -1.0 3.5 -3.2 -0.215
C 2.76720 -0.80425 -1.87499 1.7 -1.7 -0.5 0.957
H 2.45460 -5.49920 -6.99384 0.0 -0.1 -0.1 -0.132
H 0.53376 3.66876 2.41472 1.9 -1.0 -0.9 -0.336
C -4.13427 6.49406 7.75586 -0.1 0.0 -0.1 -0.242
O 2.38957 -5.43319 -1.64555 0.6 0.3 0.0 -0.352
H -3.46920 6.61987 12.34883 0.0 -0.2 0.1 0.290
H -1.77434 4.33205 5.48191 1.0 -0.6 -2.1 0.292
H 2.82648 -4.35768 0.06011 0.2 0.1 0.1 0.179
C -2.36247 2.25149 1.90829 -1.6 -0.6 2.6 -0.929
C -1.55901 1.49208 3.11833 -0.8 -1.3 0.9 1.430
O -0.35769 -3.42414 -7.94672 0.2 -0.2 -0.3 -0.488
C -2.32081 0.01666 3.31906 -1.1 0.7 -0.6 -1.216
H -1.62456 6.53478 10.15803 -0.1 0.0 0.0 0.327
C -0.45874 1.51051 5.51854 0.2 -0.1 -0.7 -0.985
F 2.25007 -1.48536 -3.08744 1.5 2.6 4.2 -0.202
O 3.15360 0.39681 2.44519 -4.1 -2.6 2.2 -0.223
H -4.18841 10.69154 8.15228 -0.1 0.0 0.0 0.242
C 0.80943 -2.75235 -8.43439 0.0 0.2 -0.1 -0.143
H 0.18084 -9.39364 -3.53864 -0.1 -0.1 -0.2 0.279
H -3.10465 1.48131 1.43261 1.7 1.6 0.4 0.185
H 4.89029 -7.73600 -3.63481 -0.2 0.0 -0.2 0.426
O 1.56795 -5.59108 -8.89095 -0.1 0.2 0.7 -0.322
O 4.15772 0.94933 1.81036 1.8 2.3 -5.5 -0.157
C 3.28713 -5.10252 -0.59363 -0.4 -0.3 -0.1 -0.785
H -4.38108 6.16962 8.76557 -0.1 0.3 0.1 0.066
C -5.02767 7.65730 7.30210 0.3 -0.1 0.5 -0.569
C 3.75111 1.43664 0.48145 5.5 3.3 -3.7 0.357
H -0.43498 1.25197 2.90016 -2.0 0.7 0.1 -0.323
C -0.57625 2.09582 0.24356 3.1 -0.5 0.3 0.371
O 0.76402 -3.40302 -10.79100 -0.6 0.4 0.1 -0.276
C 2.17477 4.59625 1.12739 6.5 0.7 -1.9 -0.154
H -2.20570 -0.41424 4.40071 0.1 0.7 -2.3 0.293
C 1.49582 3.26554 1.87918 -0.5 1.1 -1.3 0.184
H -5.73125 10.45243 7.29849 0.1 0.1 -0.2 0.289
O 4.68795 2.03518 -0.30394 -7.2 -4.6 5.7 -0.470
O 3.48258 4.64133 0.76038 -8.7 -0.8 2.6 -0.437
H 0.40861 -5.96995 -7.18652 0.1 0.1 0.0 0.028
C -3.74812 6.37986 11.32016 -0.2 0.3 0.0 -0.821
O -4.90068 8.77832 8.17278 0.4 0.0 -0.7 -0.278
H -4.82608 6.19300 11.28165 0.1 0.1 0.0 0.241
C 2.18510 1.27137 0.01547 -3.9 -0.3 -0.6 0.649
H -1.64159 -4.97780 -8.09901 0.2 0.1 0.1 0.435
C 2.53459 -5.42964 -4.08645 0.1 0.1 0.0 0.106
I -2.86324 0.95168 -1.57957 0.5 0.1 0.2 0.346
H 2.85975 -8.87336 -4.41175 -0.1 0.1 0.0 0.335
C -0.68080 -4.68797 -8.54067 -0.1 -0.1 0.1 -0.340
```
Positions in Å, forces in eV/Å.

Summary:
**E_HOMO**: -10.377 eV
**Molar mass**: 878.7 g/mol
**Energy**: -81571.0455 eV
**Net charge**: +1

=====

Molecular formula: C21H32O8SbSi3Ti
Method: DFT, ωB97M-V/def2-TZVPD

```
66
Properties=species:S:1:pos:R:3:forces:R:3:mulliken_spin:R:1
C -3.37509 0.56530 -3.46279 0.2 0.0 0.2 0.000
H -1.82559 -1.54974 1.52945 -0.1 0.1 -0.1 0.002
O -2.76856 -1.33305 1.40737 0.1 -0.1 0.0 0.003
H 6.34205 0.41475 -0.13544 0.0 0.0 0.0 -0.001
H 0.99484 1.77204 -4.50947 0.1 0.0 0.0 0.001
H 3.52493 -4.91278 -1.87061 -0.1 0.0 0.0 0.000
H 2.16730 2.87128 -0.47511 0.0 0.0 0.0 -0.005
H 3.27744 -3.18290 1.27790 0.0 0.0 0.0 0.000
H 3.59091 3.70761 0.14105 0.0 0.0 -0.1 0.002
O -4.28655 0.67497 -4.22313 -0.1 0.0 -0.1 -0.001
H -1.40638 2.93644 2.22991 0.0 0.0 0.0 0.000
H 4.84264 -2.35741 1.25884 0.0 -0.1 0.0 0.000
C -0.48755 0.55191 1.69937 -0.7 -0.3 1.3 0.018
C -2.93852 -0.01322 1.57818 -0.2 -0.1 0.2 0.004
Sb 2.62365 -0.55476 -1.06670 1.0 0.5 -0.3 -0.038
C 3.02833 -3.93884 -1.93585 -0.2 -0.3 -0.2 0.000
C -4.25437 0.45882 1.47921 0.1 0.0 0.0 -0.004
C 4.23112 -3.10867 0.75207 0.1 -0.1 0.4 0.000
C -2.73241 1.70630 -2.62157 0.3 -0.6 0.1 0.006
C 5.80360 1.24836 -0.59383 0.4 0.0 -0.1 0.001
H -3.73148 3.75900 2.09589 0.0 0.0 0.0 0.000
H 2.02122 -4.03701 -1.52586 0.0 0.0 0.0 0.000
C 1.72902 1.75601 -3.69809 -0.1 0.3 0.1 0.006
O -2.80258 -1.82925 -3.59532 0.0 -0.2 -0.1 -0.001
C -4.52978 1.79376 1.65895 0.0 0.1 0.0 0.004
H 4.12546 0.63481 -5.23817 0.0 -0.1 0.0 0.000
H 2.93733 -3.67220 -2.99168 0.0 0.0 0.0 0.000
H -5.55152 2.14158 1.56691 0.0 0.0 0.0 0.000
O -0.19311 -0.72811 1.46337 -0.5 0.4 0.3 -0.013
Si 2.44510 0.04994 -3.55245 0.0 -0.1 0.3 -0.002
H 1.96967 -2.04355 -4.73462 -0.1 0.0 0.0 0.000
H -5.03597 -0.25648 1.25979 0.0 0.0 0.0 0.000
C -3.50996 2.71073 1.95535 -0.2 -0.2 0.0 -0.001
O 0.41282 1.39171 1.49457 0.3 0.1 0.3 0.054
H 1.22840 2.11770 -2.79777 0.0 0.0 -0.1 0.001
C -1.90492 0.89821 1.84342 0.1 0.4 0.2 0.011
H 6.32383 2.17239 -0.31711 0.0 -0.1 0.0 0.001
C 5.62509 -2.34908 -1.83100 0.4 0.0 -0.2 -0.002
C -2.22354 2.25395 2.03704 0.2 0.1 0.0 0.002
O -0.59871 -0.99797 -1.60692 -0.5 -0.5 -0.8 -0.008
C 1.35933 -1.23984 -4.31451 -0.2 -0.3 -0.2 0.001
H 4.74431 -4.07336 0.83099 0.0 0.1 0.0 0.000
H 6.14683 -1.51740 -1.35512 0.0 0.0 0.0 0.000
Si 4.04395 1.31111 -0.01637 -0.1 -0.4 -0.2 0.032
H 6.25293 -3.24334 -1.73867 0.0 0.1 0.0 0.000
Ti 0.15991 0.10530 -0.25576 1.0 -0.5 -0.3 0.901
H 2.92140 1.01803 2.14344 0.0 0.0 0.0 0.002
C -1.60405 1.03647 -1.93495 -0.4 1.1 -0.2 0.028
H 5.51346 -2.12027 -2.89202 0.0 0.0 0.0 0.000
H 5.86590 1.14340 -1.67992 0.1 0.0 0.1 -0.001
H 4.40370 0.04380 2.03575 0.0 0.0 0.1 0.000
O -3.09598 2.84742 -2.56618 -0.1 0.2 0.0 0.004
H 2.52749 2.46095 -3.94485 -0.1 0.0 0.0 0.000
H 0.77317 -0.80128 -5.12837 0.0 -0.1 0.0 0.000
H 0.66016 -1.67899 -3.60120 0.0 0.0 0.0 -0.001
H 3.55386 3.15097 -1.54403 -0.1 0.1 0.0 0.001
H 4.41705 -0.99493 -4.62014 0.0 0.1 0.0 0.000
C 3.25804 2.90187 -0.52185 -0.2 0.4 -0.1 0.015
C -1.54759 -0.29439 -2.19052 -0.4 -0.9 -0.6 -0.014
H 4.50890 1.78724 2.34207 0.0 -0.1 0.0 0.001
O -0.68564 1.55335 -1.12429 -0.5 0.3 -0.4 -0.018
C -2.59315 -0.73830 -3.14481 0.3 0.5 0.3 0.011
C 4.12989 0.01957 -4.33139 0.3 0.0 -0.2 -0.001
Si 3.99833 -2.67052 -1.02149 -0.2 0.1 0.0 -0.001
H 4.89561 0.41640 -3.66139 0.0 0.0 -0.1 0.000
C 3.95731 1.01282 1.79803 0.0 0.0 0.4 0.000
```
Positions in Å, forces in eV/Å.

Summary:
**E_HOMO (alpha / beta)**: -8.254 / -8.645 eV
**Molar mass**: 666.4 g/mol
**Spin multiplicity**: 2
**Energy**: -91966.2916 eV

=====

| no. | strongest force on any atom (Eh/bohr) |
| --- | --- |
| 1 | 0.0646 |
| 2 | 0.1989 |
| 3 | 0.0296 |